# 1
25
Properties=species:S:1:pos:R:3:forces:R:3:lowdin_charge:R:1 method="wB97M-V/def2-TZVPD" homo_ha=-0.3365 gap_ev=9.135 smiles="C=C/C=C/[C@@]1(C)SC(=O)[C@H](C)C1=O"
O 3.3912 -0.2504 -1.6518 -3.8 2.3 0.0 -0.040
O -0.7713 -1.5106 -2.6309 -0.4 -0.4 0.1 0.133
S 1.1755 1.1085 -0.8897 3.2 0.5 -0.7 1.137
C 2.1059 -0.1567 -1.6845 9.1 -0.8 1.3 -0.598
C 0.1104 -1.0409 -1.9603 -1.3 -1.5 -2.0 -0.383
C -2.1047 -1.4647 2.8868 -0.2 1.2 1.1 0.002
C -1.6204 -0.2539 2.5619 0.3 1.6 0.4 -0.203
C -1.1314 0.3891 1.3123 -0.3 -0.7 -2.0 -0.115
C -0.7316 -0.3554 0.2800 0.1 0.9 -1.3 -0.065
C 1.8989 -1.7497 -3.6175 -0.9 -0.1 0.4 -0.021
C -1.3357 1.0845 -1.7921 -0.4 0.6 1.2 -0.068
C 1.5708 -1.4419 -2.1475 -1.6 -1.0 1.0 -0.233
C -0.2176 0.1842 -1.1460 -4.2 -0.1 2.1 -0.702
H -2.3453 -2.0716 2.0137 0.0 -0.7 0.7 0.052
H -2.3460 -1.7057 4.0277 0.4 0.3 -3.0 0.108
H -1.5061 0.5687 3.2461 -0.1 -0.4 1.4 0.079
H -1.1118 1.4994 1.1098 -0.2 -1.2 1.1 0.125
H -0.7875 -1.4151 0.3633 0.2 -0.8 0.0 0.103
H 1.2844 -2.5248 -4.0442 -0.2 -0.7 0.4 0.084
H 2.9212 -1.9485 -3.8022 1.1 -0.4 0.3 0.076
H 1.6623 -0.9392 -4.2486 -0.3 1.4 -0.5 0.078
H -1.7148 1.9553 -1.1784 0.7 -1.2 0.2 0.099
H -1.0824 1.6114 -2.6777 1.1 0.0 -1.1 0.064
H -2.2035 0.5254 -2.0459 -0.7 -0.8 0.0 0.070
H 2.0382 -2.3043 -1.4655 -1.5 2.0 -1.2 0.217

# 2
23
Properties=species:S:1:pos:R:3:forces:R:3:lowdin_charge:R:1 method="wB97M-V/def2-TZVPD" homo_ha=-0.2856 gap_ev=7.387
C 2.4752 1.5823 0.2266 2.2 -0.7 -1.8 -0.077
C 1.5561 2.3060 -0.5280 -1.8 -0.9 1.6 -0.077
C 2.1695 0.2753 0.6652 1.4 0.8 1.4 -0.077
C 0.1907 1.9244 -0.4471 1.5 -0.5 -0.4 -0.053
C 0.8925 -0.1904 0.5347 -0.8 -0.7 0.7 -0.214
C -0.1643 0.6483 0.0172 1.6 0.0 1.3 -0.333
C 0.6554 -1.6702 0.8902 0.6 2.0 -1.9 -0.170
C -1.4762 0.0957 0.0294 -1.1 0.5 -0.5 -0.353
C 1.4277 -2.3939 -0.2581 -1.6 3.0 0.3 -0.067
C -4.2027 0.1762 -0.3614 1.4 -1.0 0.2 -0.334
S -2.7190 1.1898 0.2776 -0.5 -1.9 -1.3 0.901
H 3.5811 1.8476 0.1364 -1.6 -0.1 0.5 0.123
H 1.7675 3.1938 -1.0649 0.6 0.8 -0.2 0.086
H 2.9463 -0.3733 1.2273 -1.3 1.2 -1.2 0.151
H -0.5479 2.5649 -0.8768 -0.4 0.2 -0.3 0.080
H -0.3982 -1.7235 0.7003 -0.6 -1.0 0.4 0.054
H 0.9348 -1.9576 1.9032 0.1 0.1 -0.1 0.113
H 0.8948 -2.2254 -1.1732 -0.7 0.4 -0.6 0.076
H 2.3762 -1.9480 -0.4857 0.9 -0.7 0.6 0.068
H 1.2425 -3.3637 -0.0782 0.8 -3.9 0.4 0.028
H -4.3557 -0.8035 0.1648 0.7 0.9 -0.5 0.057
H -4.2890 0.0502 -1.4698 0.6 0.3 1.0 0.055
H -4.9574 0.7950 -0.0296 -2.1 1.3 0.4 -0.037

# 3
34
Properties=species:S:1:pos:R:3:forces:R:3:lowdin_charge:R:1 method="wB97M-V/def2-TZVPD" homo_ha="-0.0462 / -0.0548" multiplicity=3 total_charge=-2 gap_ev="4.567 / 4.801" s2=2.0128
Pd 0.1644 -0.8548 0.3583 1.3 -0.4 0.1 0.342
S -2.5194 -3.0447 -2.8040 -0.1 -0.1 -0.1 -0.272
As -1.3086 -2.0464 -1.3921 -0.9 -0.7 -1.0 -0.608
S -2.0470 -0.0777 -0.7694 0.3 -0.1 0.1 -0.031
S -1.0369 -3.0740 0.5182 0.1 0.4 -0.1 -0.057
S 0.6907 -1.5499 -2.0509 -0.2 0.0 0.2 -0.028
C -0.7346 2.1219 1.2879 0.0 -0.3 0.0 -0.268
As -0.9346 0.5383 2.4197 -1.2 1.2 1.6 0.881
C -2.5679 -0.5318 2.5010 0.1 0.2 -0.1 -0.270
C -1.2349 1.5237 4.1282 0.1 -0.1 -0.2 -0.256
O 0.4220 -0.3404 2.7197 0.3 -0.3 -0.4 -0.538
H -1.7049 2.5922 1.1335 0.0 0.0 0.0 0.028
H -0.2956 1.8479 0.3359 0.0 0.0 0.0 -0.028
H -0.0564 2.7836 1.8284 -0.1 0.0 0.1 0.029
H -3.2303 -0.0985 3.2531 0.1 0.0 0.0 0.015
H -2.2150 -1.5135 2.8088 0.0 0.0 0.0 0.005
H -3.0596 -0.6170 1.5387 0.1 0.0 -0.1 -0.052
H -2.1592 2.1057 4.1042 0.0 0.0 0.0 0.014
H -0.3876 2.1853 4.3124 0.0 0.0 0.0 0.013
H -1.2841 0.7855 4.9289 0.0 0.0 0.0 0.017
I 9.0820 0.4240 -0.4901 -0.3 0.0 0.0 0.733
C 6.9903 0.2052 -0.2071 0.4 0.0 -0.1 -0.726
C 6.4409 -1.0653 -0.2350 -0.1 0.0 0.0 -0.162
C 5.0737 -1.1992 -0.0366 0.0 0.0 0.0 -0.011
C 4.2692 -0.0843 0.1711 -0.1 -0.1 0.1 -0.112
C 4.8455 1.1783 0.1720 0.0 0.0 0.0 -0.021
C 6.2149 1.3322 -0.0070 0.0 0.1 0.0 -0.169
C 2.7763 -0.2789 0.3993 0.2 0.1 0.1 -0.695
O 2.0295 0.7075 0.1956 0.0 0.1 0.0 -0.086
O 2.4184 -1.4164 0.7665 0.0 0.1 -0.1 -0.088
H 7.0593 -1.9371 -0.4013 0.0 0.0 0.0 0.084
H 4.6046 -2.1743 -0.0395 0.0 0.0 0.0 0.121
H 4.2111 2.0446 0.3084 -0.1 0.0 0.0 0.114
H 6.6626 2.3174 0.0058 0.0 0.0 0.0 0.081

# 4
32
Properties=species:S:1:pos:R:3:forces:R:3:lowdin_charge:R:1 method="wB97M-V/def2-TZVPD" homo_ha="-0.7686 / -0.7285" multiplicity=3 total_charge=+3 gap_ev="9.419 / 5.204" s2=2.0390
O 1.1761 -3.2656 -1.8186 -2.4 2.9 -1.5 0.265
C 0.4921 -2.4245 -2.1821 3.0 -4.0 1.9 -0.100
Au -0.7229 -0.8921 -2.5590 0.7 0.7 -0.1 0.828
O -0.6086 -1.6465 -6.1530 0.6 0.8 1.8 0.190
C -0.3843 -1.2721 -5.1106 -0.7 -0.9 -2.1 0.002
C -1.2741 1.0089 -2.8767 -0.9 5.6 -0.3 -0.082
O -1.4574 2.1372 -2.9857 0.6 -4.5 0.3 0.258
C 1.9584 0.3005 -3.5764 2.6 1.2 0.8 0.011
O 2.9702 0.7608 -3.3210 -2.4 -1.1 -0.7 0.108
C -2.6093 -1.8947 -2.6064 -4.4 -2.0 1.3 -0.019
O -3.6106 -2.3487 -2.2942 3.3 1.5 -1.2 0.242
C 2.5077 1.1295 0.9570 0.6 0.5 -0.2 0.030
N 1.2902 0.8498 1.6929 0.1 0.1 0.4 0.006
C 1.3473 1.1577 3.1142 0.9 0.2 0.8 0.026
C 0.2441 0.2698 1.0148 -0.8 -0.4 -0.9 -0.340
N 0.3858 -0.1127 -0.2413 1.2 0.0 -0.3 0.102
N -0.9724 0.0541 1.5952 0.5 0.1 0.1 -0.034
C -1.4294 0.2822 2.9544 -0.1 0.3 0.5 0.038
C -1.9643 -0.5177 0.7294 -1.1 -0.4 -0.2 -0.030
H 3.1851 1.6551 1.6331 0.0 -0.2 -0.4 0.123
H 2.3231 1.7533 0.0681 -0.2 0.0 0.3 0.135
H 2.9888 0.2057 0.6064 0.0 0.0 0.2 0.140
H 0.6894 1.9918 3.3768 -0.1 -0.1 -0.1 0.140
H 1.1478 0.2746 3.7275 -0.1 0.1 -0.1 0.136
H 2.3625 1.4813 3.3774 -0.3 -0.1 -0.3 0.126
H 1.3579 0.0611 -0.5230 -0.8 -0.2 -0.2 0.030
H -2.3154 0.9378 2.9223 0.2 -0.3 0.0 0.146
H -1.7038 -0.6878 3.4059 0.0 0.3 -0.2 0.152
H -0.6677 0.7557 3.5514 -0.5 -0.2 0.0 0.053
H -2.1571 0.1249 -0.1410 0.1 0.0 0.3 0.088
H -1.6573 -1.5086 0.3659 0.1 0.2 0.2 0.106
H -2.8920 -0.6208 1.2965 0.1 0.0 -0.2 0.124

# 5
37
Properties=species:S:1:pos:R:3:forces:R:3:lowdin_charge:R:1 method="wB97M-V/def2-TZVPD" homo_ha=-0.2376 gap_ev=1.695
O 2.0593 1.3630 -2.9240 -0.4 0.6 0.1 0.254
C 1.7350 0.2432 -2.9604 0.7 1.1 -1.1 -0.572
F 0.9464 -0.2945 -1.9756 0.8 0.3 -0.3 0.081
O 2.1195 -0.6243 -3.9111 -0.2 -0.2 1.0 0.054
C 2.7406 -1.8015 -3.3894 -0.1 -1.2 -0.9 -0.223
P 4.3899 -1.4678 -2.7122 0.1 -0.1 -0.2 0.432
O 4.4344 -0.2840 -1.8427 -1.0 0.5 1.0 -0.253
O 4.8200 -2.7616 -1.7827 0.1 0.3 -0.8 -0.349
O 5.3380 -1.3899 -3.9593 -0.1 -0.5 0.4 -0.058
H 2.0950 -2.3673 -2.6930 -0.1 0.2 0.2 0.067
H 2.8683 -2.4639 -4.2487 0.0 -0.1 0.0 0.128
H 4.8236 -2.4905 -0.8418 0.1 0.0 0.1 0.068
H 6.2338 -1.1683 -3.6631 0.2 0.1 -0.4 0.117
Be 4.1337 -4.6049 -1.9496 -0.1 -0.3 0.0 0.385
C 0.1729 -0.5475 1.4468 -0.2 -0.3 -0.6 0.002
C 0.2077 -1.7087 2.4384 1.6 1.8 -0.6 -0.705
O 1.0607 -1.7153 3.2796 -0.3 -0.6 0.4 0.060
O -0.7551 -2.5891 2.2170 -1.3 -1.2 3.7 -0.203
H 0.9731 0.1604 1.6517 0.0 -0.1 0.4 0.084
H 0.2862 -0.9273 0.4242 -0.4 -0.1 0.0 0.015
H -0.7821 -0.0248 1.5180 -0.1 -0.1 -0.2 0.080
F 0.6696 -2.3927 -1.1321 2.8 1.0 0.8 -0.479
Be 2.3648 -1.0747 -0.7449 -2.8 -1.6 -0.1 0.768
C -4.8728 3.2764 1.0066 -0.1 -0.1 0.1 -0.092
C -5.5069 2.3673 1.8347 0.0 0.1 -0.1 -0.086
C -4.7576 1.4896 2.6151 0.1 0.0 0.1 -0.082
C -3.3702 1.5310 2.5717 0.0 0.0 -0.1 -0.097
C -2.7289 2.4421 1.7479 0.0 -0.4 0.0 -0.165
C -3.4806 3.3187 0.9558 0.0 0.1 0.0 -0.251
H -5.4553 3.9551 0.3987 0.0 0.0 0.0 0.106
H -6.5880 2.3364 1.8759 0.0 0.0 0.0 0.101
H -5.2573 0.7755 3.2565 0.0 0.0 0.0 0.100
H -2.7902 0.8508 3.1832 0.0 0.0 0.0 0.097
H -1.6492 2.4788 1.7144 0.0 0.1 0.0 0.087
H -2.9842 4.0198 0.3061 0.0 -0.2 -0.3 0.046
Cl -2.3413 5.3202 2.2321 0.1 0.3 0.3 -0.108
Cl -1.1527 -3.2298 4.0564 0.4 0.5 -3.1 0.593

# 6
29
Properties=species:S:1:pos:R:3:forces:R:3:lowdin_charge:R:1 method="wB97M-V/def2-TZVPD" homo_ha=-0.1686 total_charge=-1 gap_ev=7.182
N 6.2342 -3.6900 0.1980 -0.1 0.0 0.3 -0.010
C 5.4308 -2.5340 0.4459 -0.1 -0.4 -0.1 -0.679
Br 6.0967 -0.9768 -0.6168 0.2 0.3 0.0 0.518
C 3.9313 -2.8145 0.1433 -0.3 0.2 -0.6 -0.801
O 3.3650 -3.3291 1.1234 -0.1 0.0 0.2 -0.060
O 3.4869 -2.5388 -0.9879 0.2 -0.1 0.2 -0.103
H 6.9553 -3.8167 0.8876 0.3 0.1 -0.1 0.059
H 6.6147 -3.7021 -0.7327 0.0 -0.1 -0.1 0.051
H 5.5221 -2.2254 1.4771 0.0 0.1 0.1 0.071
N -0.5846 0.3548 -1.1909 0.0 0.0 0.0 -0.022
C 0.6022 -0.3370 -1.2674 -0.1 0.1 0.0 -0.126
C 0.6219 -1.2652 -0.2666 0.0 -0.1 0.1 -0.077
C -0.6031 -1.1332 0.4473 0.0 0.1 0.0 -0.105
C -1.3261 -0.1275 -0.1407 0.0 0.0 0.0 -0.175
H -0.8618 1.0931 -1.8079 0.0 0.0 -0.1 0.123
H 1.3315 -0.1133 -2.0266 0.0 0.0 0.0 0.108
H 1.4268 -1.9606 -0.0764 0.0 0.0 0.0 0.071
H -0.9142 -1.7137 1.2999 0.0 0.0 0.0 0.086
H -2.2973 0.2798 0.0900 0.0 0.0 0.0 0.077
N -3.3668 3.0189 0.2846 0.0 0.1 0.0 0.006
C -4.1864 2.4182 -0.6293 0.1 0.0 0.0 -0.155
C -5.4812 2.6890 -0.2766 0.0 0.1 0.0 -0.115
C -5.4387 3.4927 0.8958 0.0 0.0 0.0 -0.119
C -4.1198 3.6747 1.2176 0.0 0.0 0.0 -0.143
H -2.3640 2.9726 0.2791 0.0 -0.1 0.0 0.141
H -3.7806 1.8446 -1.4448 0.0 0.0 0.0 0.103
H -6.3596 2.3469 -0.7969 0.0 0.0 0.0 0.086
H -6.2793 3.8837 1.4437 0.0 0.0 0.0 0.085
H -3.6561 4.2089 2.0284 0.0 0.0 0.0 0.104

# 7
28
Properties=species:S:1:pos:R:3:forces:R:3:lowdin_charge:R:1 method="wB97M-V/def2-TZVPD" homo_ha=-0.3470 gap_ev=9.956 smiles="C=C1[C@H](Br)C1(C(=O)OCC)C(=O)OCC"
C -1.1191 1.2360 -1.0699 0.0 0.0 0.4 -0.320
C -1.5394 1.5696 -2.2651 -0.1 0.0 -0.1 0.122
C -0.3912 -1.0445 -0.0895 0.1 -0.3 -0.1 -0.435
C 1.3209 0.8172 -0.4829 -0.2 0.0 -0.2 -0.494
C -1.2260 1.5881 0.3360 1.8 -1.7 -1.1 -0.493
C -0.1031 0.3682 -0.4190 -1.5 1.9 0.9 -0.074
C -3.2827 -2.9031 -0.1336 0.3 0.3 0.2 -0.060
C 3.6459 1.8726 1.2135 -0.2 -0.2 -0.2 -0.062
C -2.0555 -2.5425 0.6879 0.0 -0.6 0.0 -0.205
C 3.4364 0.5417 0.5035 0.4 0.3 0.0 -0.199
O 0.3957 -1.9378 -0.2631 -0.1 0.0 0.0 0.139
O 1.7266 1.6486 -1.2537 0.1 0.0 0.1 0.124
O -1.6353 -1.2075 0.3854 -0.2 0.2 0.0 -0.009
O 2.0516 0.1991 0.4370 -0.2 -0.1 0.2 0.010
Br -0.4438 3.1521 1.0442 -0.1 0.1 0.0 0.771
H -1.1553 1.0843 -3.1449 0.1 -0.1 -0.1 0.079
H -2.2801 2.3389 -2.4048 -0.1 0.2 0.1 0.075
H -1.9263 1.0972 0.9916 0.0 0.0 0.0 0.079
H -3.0659 -2.8037 -1.1936 0.0 0.0 -0.1 0.080
H -3.5634 -3.9312 0.0721 -0.1 -0.1 0.0 0.077
H -4.1139 -2.2501 0.1162 -0.1 0.0 0.0 0.075
H 3.2627 2.6894 0.6059 0.0 0.0 0.0 0.071
H 3.1251 1.8732 2.1676 0.0 0.0 0.1 0.078
H 4.7055 2.0303 1.3873 0.2 0.0 0.0 0.076
H -1.2251 -3.2225 0.4721 -0.2 0.1 0.1 0.117
H -2.2813 -2.5689 1.7586 0.1 0.0 -0.1 0.127
H 3.8973 -0.2800 1.0534 -0.1 0.1 -0.1 0.125
H 3.8396 0.5854 -0.5123 0.0 -0.1 0.1 0.126

# 8
27
Properties=species:S:1:pos:R:3:forces:R:3:lowdin_charge:R:1 method="wB97M-V/def2-TZVPD" homo_ha=-0.4917 total_charge=+1 gap_ev=8.832 smiles="CCC(=O)[C@]([NH3+])(OCl)c1ccccc1"
C 1.7237 2.4021 -2.0171 0.0 0.0 0.1 -0.040
C 0.4970 1.9414 -2.4660 0.0 -0.1 0.0 -0.035
C 2.0611 2.2733 -0.6789 0.1 0.1 0.0 -0.047
C -0.3963 1.3642 -1.5825 -0.1 0.0 0.1 -0.019
C 1.1685 1.7129 0.2164 -0.2 -0.1 -0.1 -0.025
C -0.0758 1.2630 -0.2304 0.2 0.3 0.0 -0.185
C -1.0519 -0.8685 0.9514 -0.1 0.6 0.1 -0.297
C -0.9062 -3.1856 0.0084 0.0 0.1 0.0 -0.057
C -1.1830 -1.7099 -0.2529 -0.1 -0.5 -0.1 -0.148
C -1.0267 0.6681 0.7379 -2.9 0.2 -1.7 -0.230
N -1.0934 1.2861 2.0456 -0.1 -0.1 0.4 0.214
O -1.0064 -1.2173 2.1080 0.0 -0.2 -0.1 0.141
O -2.6509 0.8554 0.0813 2.6 -0.4 1.3 -0.589
Cl -3.3610 2.2869 0.5686 0.2 -0.2 -0.1 0.760
H 2.4175 2.8547 -2.7068 0.1 0.0 -0.1 0.119
H 0.2301 2.0332 -3.5067 0.0 0.0 -0.1 0.120
H 3.0229 2.6123 -0.3276 0.1 0.0 0.0 0.118
H -1.3579 1.0177 -1.9235 -0.1 0.0 -0.1 0.120
H 1.4730 1.5895 1.2471 0.1 0.0 0.1 0.117
H 0.1524 -3.3438 0.1945 0.1 -0.1 0.0 0.089
H -1.1970 -3.7767 -0.8538 0.0 0.0 -0.1 0.086
H -1.4616 -3.5336 0.8740 0.0 -0.1 0.0 0.085
H -2.2211 -1.5650 -0.5831 0.0 0.1 0.0 0.147
H -0.5519 -1.3142 -1.0518 0.0 0.1 0.1 0.130
H -0.2764 1.8809 2.2363 -0.3 -0.1 0.0 0.170
H -1.9704 1.8674 2.0649 0.4 -0.1 0.2 0.082
H -1.1405 0.4520 2.7069 0.0 0.5 -0.2 0.174

# 9
39
Properties=species:S:1:pos:R:3:forces:R:3:lowdin_charge:R:1 method="wB97M-V/def2-TZVPD" homo_ha="-0.3486 / -0.3490" multiplicity=4 gap_ev="9.338 / 9.186" s2=3.7561
Co 0.6897 0.0377 0.8226 -0.3 0.5 -0.2 0.765
O 1.3534 -2.3292 0.3206 -0.2 -0.1 0.1 -0.187
P 0.8178 -1.8492 -1.1549 0.2 -0.3 -0.1 0.234
O 1.3137 -2.6495 -2.2682 -0.1 0.2 0.0 -0.251
O 1.0816 -0.3469 -1.0514 -0.1 -0.1 0.0 -0.325
O -0.8004 -2.0421 -0.9529 0.1 0.0 0.1 -0.257
P -1.4591 -2.1423 0.5249 0.0 -0.1 0.0 0.212
O -3.0242 -2.0579 0.1985 0.1 -0.2 0.0 -0.110
O -1.0510 -3.4080 1.1744 0.0 0.1 0.0 -0.282
O -1.1403 -0.8278 1.2373 0.1 0.1 -0.3 -0.351
H 0.8384 -3.0971 0.6618 0.1 0.2 -0.1 0.061
H -3.3768 -2.9289 -0.0376 0.1 0.2 0.1 0.090
I 0.0370 -2.9202 5.5376 0.0 0.0 0.0 0.925
C 0.5246 -1.0853 4.6931 0.1 -0.2 0.0 -0.707
C 0.3173 0.1018 5.3719 0.0 0.1 0.1 -0.116
C 0.6533 1.2901 4.7434 0.1 0.0 0.1 -0.039
C 1.1369 1.2528 3.4512 0.2 0.2 -0.1 -0.106
N 1.3099 0.1113 2.7790 -0.3 -0.5 0.4 0.002
C 1.0321 -1.0447 3.4074 0.2 0.1 -0.1 -0.179
H -0.1006 0.1025 6.3710 0.0 0.0 0.0 0.104
H 0.5349 2.2402 5.2467 0.0 0.0 0.0 0.112
H 1.4092 2.1531 2.9155 -0.1 0.0 0.0 0.106
H 1.2210 -1.9524 2.8493 -0.1 0.0 -0.1 0.099
C 1.9987 4.6714 -0.8478 -0.1 -0.1 0.0 0.003
N 0.8098 3.8588 -0.5764 0.0 0.0 -0.1 -0.034
C -0.4049 4.2214 -1.0715 0.2 0.1 0.0 -0.039
C -1.5121 3.4876 -0.8731 -0.2 -0.1 0.0 0.010
C -1.3678 2.2872 -0.1041 -0.2 -0.1 0.0 -0.341
N -0.1883 1.9391 0.3901 0.5 0.1 -0.1 0.125
C 0.9393 2.6679 0.1357 0.1 0.1 0.1 -0.496
O 2.0291 2.2786 0.5424 -0.2 0.0 0.0 0.036
N -2.4001 1.4914 0.1604 0.1 0.0 -0.1 0.207
H 1.9508 5.6122 -0.3009 0.0 0.0 0.0 0.097
H 2.0759 4.8711 -1.9140 0.0 0.0 0.0 0.097
H 2.8663 4.1112 -0.5243 0.0 -0.1 0.0 0.089
H -0.4211 5.1404 -1.6414 0.0 0.0 0.0 0.138
H -2.4689 3.7816 -1.2812 0.1 0.0 0.0 0.114
H -3.2674 1.6117 -0.3278 -0.1 0.0 0.0 0.121
H -2.1944 0.5942 0.6030 0.0 -0.1 0.1 0.071

Please write out number 4 again, unchanged.
32
Properties=species:S:1:pos:R:3:forces:R:3:lowdin_charge:R:1 method="wB97M-V/def2-TZVPD" homo_ha="-0.7686 / -0.7285" multiplicity=3 total_charge=+3 gap_ev="9.419 / 5.204" s2=2.0390
O 1.1761 -3.2656 -1.8186 -2.4 2.9 -1.5 0.265
C 0.4921 -2.4245 -2.1821 3.0 -4.0 1.9 -0.100
Au -0.7229 -0.8921 -2.5590 0.7 0.7 -0.1 0.828
O -0.6086 -1.6465 -6.1530 0.6 0.8 1.8 0.190
C -0.3843 -1.2721 -5.1106 -0.7 -0.9 -2.1 0.002
C -1.2741 1.0089 -2.8767 -0.9 5.6 -0.3 -0.082
O -1.4574 2.1372 -2.9857 0.6 -4.5 0.3 0.258
C 1.9584 0.3005 -3.5764 2.6 1.2 0.8 0.011
O 2.9702 0.7608 -3.3210 -2.4 -1.1 -0.7 0.108
C -2.6093 -1.8947 -2.6064 -4.4 -2.0 1.3 -0.019
O -3.6106 -2.3487 -2.2942 3.3 1.5 -1.2 0.242
C 2.5077 1.1295 0.9570 0.6 0.5 -0.2 0.030
N 1.2902 0.8498 1.6929 0.1 0.1 0.4 0.006
C 1.3473 1.1577 3.1142 0.9 0.2 0.8 0.026
C 0.2441 0.2698 1.0148 -0.8 -0.4 -0.9 -0.340
N 0.3858 -0.1127 -0.2413 1.2 0.0 -0.3 0.102
N -0.9724 0.0541 1.5952 0.5 0.1 0.1 -0.034
C -1.4294 0.2822 2.9544 -0.1 0.3 0.5 0.038
C -1.9643 -0.5177 0.7294 -1.1 -0.4 -0.2 -0.030
H 3.1851 1.6551 1.6331 0.0 -0.2 -0.4 0.123
H 2.3231 1.7533 0.0681 -0.2 0.0 0.3 0.135
H 2.9888 0.2057 0.6064 0.0 0.0 0.2 0.140
H 0.6894 1.9918 3.3768 -0.1 -0.1 -0.1 0.140
H 1.1478 0.2746 3.7275 -0.1 0.1 -0.1 0.136
H 2.3625 1.4813 3.3774 -0.3 -0.1 -0.3 0.126
H 1.3579 0.0611 -0.5230 -0.8 -0.2 -0.2 0.030
H -2.3154 0.9378 2.9223 0.2 -0.3 0.0 0.146
H -1.7038 -0.6878 3.4059 0.0 0.3 -0.2 0.152
H -0.6677 0.7557 3.5514 -0.5 -0.2 0.0 0.053
H -2.1571 0.1249 -0.1410 0.1 0.0 0.3 0.088
H -1.6573 -1.5086 0.3659 0.1 0.2 0.2 0.106
H -2.8920 -0.6208 1.2965 0.1 0.0 -0.2 0.124